DFT (wB97M-V/def2-TZVPD) results for a cluster of 3 separate species, C29H60NO17P3S3 in total at a distorted geometry.

```
113
Properties=species:S:1:pos:R:3
C -2.6658 1.8385 5.7058
C -3.0278 0.8655 4.5793
P -1.5432 0.1710 3.7589
C -1.1071 1.4590 2.5149
C -1.9370 -1.4116 2.7963
C -3.4115 -1.7174 2.5941
N -4.1269 -0.5173 2.1104
C -4.0463 -0.5096 0.6437
C -5.5297 -0.5551 2.5228
C -6.4704 -1.5790 1.9301
O -5.9170 0.2622 3.3030
O -4.1009 -2.2362 3.7356
S -3.6587 -3.7637 3.9106
O -4.2988 -4.2110 5.1024
O -3.9920 -4.5467 2.7679
C -1.8477 -3.7063 4.1855
C -1.7068 -3.3883 5.7048
C -2.2640 -2.0695 6.2139
O -1.5476 -1.2833 6.7702
S -1.1987 -5.4662 4.1297
C 0.5783 -5.4643 3.9775
O -1.7019 -6.1740 2.9859
O -1.4918 -6.1503 5.3572
C -1.0774 -2.7015 3.2131
S 0.3645 -1.9532 4.0993
C -0.6717 -3.3235 1.8378
C 0.7116 -2.9468 1.2656
C 0.8196 -1.5017 0.7409
C 2.2834 -1.1560 0.5480
O 2.7982 -1.0543 -0.5173
O 2.9892 -0.9781 1.7178
H -1.7338 2.3633 5.4831
H -3.4492 2.5788 5.8631
H -2.5140 1.3234 6.6539
H -3.6130 1.4124 3.8385
H -3.7143 0.1050 4.9483
H -0.0810 1.3544 2.1708
H -1.8370 1.5156 1.7057
H -1.1464 2.3918 3.0812
H -1.6136 -1.1219 1.7989
H -3.4862 -2.4321 1.7603
H -4.4591 0.4129 0.2386
H -3.0139 -0.5809 0.3028
H -4.5820 -1.3516 0.1873
H -7.3119 -1.7413 2.5913
H -5.9148 -2.4981 1.7320
H -6.7922 -1.1986 0.9588
H -0.6870 -3.5443 6.0442
H -2.2828 -4.1341 6.2594
H -3.3417 -1.8694 6.1271
H 0.9128 -5.1125 3.0090
H 0.7973 -6.5316 4.0325
H 1.0592 -4.9920 4.8285
H 1.1498 -3.0359 4.2904
H -0.6746 -4.4111 1.8178
H -1.3650 -3.0372 1.0431
H 0.7929 -3.5825 0.3770
H 1.5340 -3.2630 1.9049
H 0.3661 -1.4319 -0.2452
H 0.4339 -0.7916 1.4684
H 3.0730 -1.8276 2.1665
C 3.9902 2.3778 1.2475
C 2.7331 3.2199 1.1195
O 2.9008 4.3616 0.2779
P 3.1070 4.1249 -1.3274
O 1.7315 3.7334 -1.7399
O 3.1460 5.6768 -1.8401
C 2.1763 6.1713 -2.7617
C 0.9596 6.7367 -2.0531
O 4.7315 4.1092 -1.1657
C 5.5127 3.4458 -2.1896
C 5.3174 4.0565 -3.5633
H 4.2458 1.9008 0.2974
H 3.8503 1.5894 1.9873
H 4.8389 2.9956 1.5400
H 1.9005 2.6114 0.7467
H 2.4458 3.6025 2.0988
H 1.8911 5.3949 -3.4722
H 2.6624 6.9590 -3.3407
H 0.6304 6.0896 -1.2414
H 0.1325 6.8655 -2.7528
H 1.1938 7.7066 -1.6116
H 5.2554 2.3834 -2.2040
H 6.5542 3.5272 -1.8843
H 4.2922 3.9190 -3.9220
H 5.9871 3.5869 -4.2840
H 5.5146 5.1275 -3.5407
C 0.5070 -2.8186 -7.6638
C 0.7844 -2.8594 -6.1715
O 1.5098 -1.7186 -5.7051
P 0.7756 -0.2770 -5.6887
O -0.2626 -0.3170 -4.6375
O 1.9454 0.6393 -5.0300
C 1.7298 1.3327 -3.7963
C 2.1100 0.4869 -2.5981
O 1.1996 0.1723 -7.1893
C 0.3930 1.1759 -7.8491
C 0.3680 2.4933 -7.0985
H -0.1852 -2.0116 -7.9151
H 0.0617 -3.7569 -7.9960
H 1.4256 -2.6432 -8.2226
H -0.1490 -2.9544 -5.6085
H 1.3980 -3.7282 -5.9365
H 0.6986 1.6755 -3.7262
H 2.3494 2.2300 -3.8214
H 1.7542 -0.5354 -2.6906
H 1.7010 0.9172 -1.6848
H 3.1951 0.4308 -2.4995
H -0.6218 0.7911 -7.9799
H 0.8219 1.3140 -8.8398
H -0.1263 2.3938 -6.1282
H -0.1745 3.2444 -7.6732
H 1.3804 2.8503 -6.9139
```

Its total energy is -4693.42424 a.u. As for the orbital gap: 0.291 Eh. As for the spin multiplicity: 1.

***

DFT (wB97M-V/def2-TZVPD) results for a cluster of 5 separate species, C29H64N3O18P4 in total at a distorted geometry.

```
118
Properties=species:S:1:pos:R:3
C -10.4445 4.1098 -4.6738
C -9.5852 3.0797 -4.4744
C -8.6659 1.9550 -3.7608
C -7.1913 1.9632 -4.4273
N -6.3992 3.1226 -4.9361
C -5.0839 2.6419 -5.4414
C -5.1726 1.0789 -5.1812
C -3.8617 0.2272 -5.5993
C -2.6741 0.6600 -4.5356
C -1.6569 1.7413 -5.2222
C -1.6205 3.1732 -4.4007
N -0.3054 3.4249 -3.7239
C -0.1555 2.6499 -2.4443
C -0.0881 4.8666 -3.3927
C -1.0056 5.7807 -2.4216
O 0.9686 5.4347 -3.9153
N -6.4720 0.6861 -4.5896
C -6.8466 -0.7343 -4.2793
C -7.0639 -1.0551 -2.7022
C -6.7753 -2.5918 -2.2760
C -5.3568 -3.1906 -2.7887
O -4.7839 -4.2122 -1.9191
H -11.2662 4.8371 -5.0444
H -8.5213 2.1298 -2.6132
H -9.0756 0.8714 -3.8681
H -6.6739 4.1313 -4.9519
H -4.2210 3.2607 -5.9142
H -3.5435 0.4230 -6.6933
H -4.0256 -0.9324 -5.5080
H -2.1510 -0.2976 -4.1440
H -3.2054 1.2308 -3.6589
H -1.9044 1.9046 -6.3560
H -0.5871 1.2932 -5.1477
H -1.7429 4.0089 -5.2189
H -2.5151 3.2965 -3.6724
H -0.6352 1.5937 -2.5136
H -0.5703 3.2025 -1.5021
H 0.9832 2.4900 -2.2361
H -1.7955 5.1152 -1.8807
H -0.3658 6.2718 -1.5714
H -1.4939 6.6715 -3.0032
H -7.8382 -0.9879 -4.8482
H -6.0189 -1.4040 -4.7755
H -8.2028 -0.8626 -2.4808
H -6.4794 -0.3409 -1.9921
H -6.8136 -2.7688 -1.1178
H -7.6100 -3.2813 -2.7241
H -5.5556 -3.7138 -3.8242
H -4.6364 -2.3042 -2.9915
H -4.4036 -4.9154 -2.5258
C 3.5181 10.0617 -6.8792
O 2.1965 9.8911 -7.3723
P 0.8991 10.6506 -6.5262
O 1.7029 11.9476 -6.4006
O 1.1563 9.6622 -5.2343
C 0.8397 8.2883 -5.4189
O -0.4460 11.3640 -5.7154
C -0.1990 12.1971 -4.5928
H 4.1314 9.2438 -7.2651
H 3.9326 11.0047 -7.2426
H 3.5500 10.0322 -5.7881
H 1.7676 7.7156 -5.4709
H 0.2644 8.1248 -6.3336
H 0.2562 7.9435 -4.5628
H 0.0574 13.2051 -4.9252
H 0.5952 11.7929 -3.9593
H -1.1180 12.2542 -4.0042
C -0.0166 1.8014 1.8026
O 1.0249 0.9643 1.3217
P 0.6862 -0.7094 1.0745
O -0.6409 -0.3501 0.3992
O 0.4900 -0.9114 2.6959
C 1.6657 -0.8110 3.4915
O 0.3753 -2.3880 0.8295
C -0.9427 -2.8724 1.0366
H 0.4409 2.6836 2.2569
H -0.6458 2.1286 0.9715
H -0.6234 1.2989 2.5587
H 1.6303 0.1217 4.0581
H 2.5706 -0.8262 2.8794
H 1.6916 -1.6509 4.1892
H -1.5509 -2.6926 0.1475
H -1.4069 -2.4124 1.9132
H -0.8855 -3.9514 1.1995
C 3.3187 -3.2446 8.7632
O 4.2947 -2.4696 8.0807
P 4.7252 -2.9216 6.4726
O 3.2468 -3.1250 6.1261
O 5.3952 -4.3122 7.0440
C 6.5923 -4.1682 7.7975
O 5.1749 -3.3645 4.8674
C 4.4979 -4.4462 4.2460
H 3.4474 -3.0819 9.8360
H 2.3164 -2.9134 8.4820
H 3.4337 -4.3111 8.5594
H 6.3749 -4.3713 8.8480
H 7.0101 -3.1629 7.7043
H 7.3237 -4.8954 7.4380
H 3.5531 -4.1008 3.8206
H 4.3208 -5.2659 4.9476
H 5.1253 -4.8156 3.4310
C 5.9219 -9.9928 10.4264
O 7.2299 -9.7353 9.9353
P 7.3977 -9.0803 8.3483
O 6.2653 -8.0881 8.6277
O 6.8104 -10.4811 7.7122
C 7.6542 -11.6212 7.8117
O 7.5830 -8.4351 6.7593
C 6.4137 -8.1065 6.0189
H 6.0009 -10.7301 11.2290
H 5.4922 -9.0777 10.8401
H 5.2698 -10.3969 9.6493
H 7.2352 -12.3077 8.5503
H 8.6696 -11.3492 8.1093
H 7.6877 -12.1199 6.8406
H 6.0511 -7.1190 6.3128
H 5.6283 -8.8549 6.1546
H 6.6801 -8.0713 4.9596
```

Its total energy is -4026.25052 a.u. As for the orbital gap: 0.217 Eh. Its charge is +1. As for the spin multiplicity: 1.

***

DFT (wB97M-V/def2-TZVPD) results for a structure of composition C29H65AsBrClCsN5O6Si5 at a distorted geometry.

```
114
Properties=species:S:1:pos:R:3
Cs -0.5886 -0.8331 -1.3978
O -0.4073 1.3030 -4.7922
Cl -1.2232 1.9788 -3.8050
O -2.2407 2.7619 -4.4625
O -1.8581 0.9717 -2.9749
O -0.3971 2.8197 -2.9757
N -3.3160 -2.3507 0.8738
C -3.8522 -3.5420 0.2120
C -3.7127 -4.8160 1.0804
C -2.2642 -5.0909 1.5284
C -1.5325 -6.1968 0.7732
N -1.5024 -6.0101 -0.6722
C -0.5792 -5.3375 -1.3454
N -0.7722 -5.2058 -2.6865
N 0.5450 -4.9002 -0.7779
C -3.1788 -3.7875 -1.1519
O -3.6396 -4.7310 -1.8590
O -2.1602 -3.1175 -1.3994
H -2.2998 -2.3243 0.7820
H -3.4904 -2.4139 1.8716
H -4.9146 -3.3862 0.0019
H -4.1365 -5.6660 0.5354
H -4.3376 -4.6764 1.9679
H -2.2395 -5.3692 2.5861
H -1.6645 -4.1819 1.4515
H -2.0197 -7.1599 0.9454
H -0.5069 -6.2760 1.1363
H -2.4129 -5.9964 -1.1345
H -1.7736 -5.1686 -2.8927
H -0.3259 -4.3772 -3.0539
H 0.5028 -4.4606 0.1621
H 1.1475 -4.3548 -1.3780
C -2.4080 2.8863 3.9787
Si -1.4144 1.9276 2.6897
C -1.8039 0.1092 2.9290
C 0.4022 2.2582 3.0054
As -1.8363 2.4145 0.4375
Si -4.1518 2.2689 0.1279
C -5.1890 2.3893 1.7000
C -4.7717 3.6162 -1.0256
C -4.5135 0.6310 -0.6922
Si -1.3300 4.6813 0.2074
C -2.0927 5.7695 1.5545
C -1.9047 5.3633 -1.4444
C 0.5297 4.8354 0.2944
H -2.1691 2.5195 4.9823
H -3.4829 2.7754 3.8298
H -2.1623 3.9499 3.9475
H -1.6814 -0.1636 3.9817
H -1.1443 -0.5357 2.3412
H -2.8357 -0.1055 2.6348
H 0.7564 1.6494 3.8426
H 0.5661 3.3087 3.2616
H 1.0114 2.0217 2.1249
H -5.0511 3.3534 2.1953
H -4.9310 1.5974 2.4072
H -6.2489 2.2813 1.4488
H -4.7785 4.6018 -0.5544
H -5.7971 3.3738 -1.3225
H -4.1640 3.6650 -1.9311
H -4.1462 -0.2228 -0.1156
H -4.0345 0.6117 -1.6747
H -5.5929 0.5105 -0.8333
H -3.1492 5.5337 1.7064
H -2.0139 6.8248 1.2742
H -1.5734 5.6362 2.5065
H -2.8934 5.8214 -1.3830
H -1.9072 4.5941 -2.2163
H -1.1957 6.1351 -1.7596
H 0.9421 4.3981 1.2042
H 0.8300 5.8870 0.2431
H 0.9809 4.3028 -0.5456
C 4.2001 3.6541 0.8016
Si 3.6814 2.3809 -0.5466
C 3.4845 3.4413 -2.1171
C 5.3169 1.4116 -0.7271
C 2.2726 1.3369 -0.2824
H 5.1181 4.1991 0.5460
H 4.3654 3.1349 1.7522
H 3.4044 4.3884 0.9634
H 4.0191 2.9857 -2.9574
H 3.8839 4.4523 -1.9846
H 2.4312 3.5175 -2.4009
H 6.1714 2.0787 -0.8899
H 5.2629 0.7046 -1.5585
H 5.5125 0.8340 0.1820
H 1.2712 1.6999 -0.5158
H 2.2702 0.6143 0.5349
Br 6.1184 0.7368 -4.8687
C 4.6020 -0.1530 -4.1584
C 4.7579 -1.3907 -3.5577
C 3.6195 -1.9952 -3.0502
N 2.4085 -1.4513 -3.1069
C 2.2911 -0.2529 -3.6715
C 3.3619 0.4408 -4.2235
H 5.7277 -1.8591 -3.4720
H 3.6983 -2.9595 -2.5593
H 1.3073 0.1982 -3.7033
H 3.2096 1.4163 -4.6607
C 4.1439 -1.3081 1.6038
Si 3.3034 -2.9606 1.8155
C 4.0611 -4.1651 0.5736
C 3.6600 -3.6260 3.5427
C 1.5211 -2.8846 1.5426
C 0.3002 -2.8279 1.3546
H 5.2310 -1.3925 1.6941
H 3.7929 -0.5870 2.3461
H 3.9075 -0.8887 0.6223
H 5.1305 -4.3117 0.7509
H 3.9416 -3.7700 -0.4383
H 3.5666 -5.1390 0.6187
H 4.7310 -3.7773 3.7066
H 3.1482 -4.5797 3.6939
H 3.2945 -2.9266 4.2981
```

Its total energy is -8606.77456 a.u. As for the orbital gap: 0.148 Eh. The energy above the lowest of the compared OMol25 structures with the same formula, charge and spin comes out at 50.80 kJ/mol. Its charge is -2. As for the spin multiplicity: 1.

***

DFT (wB97M-V/def2-TZVPD) results for a cluster of 4 separate species, C29H66BrFN4O7PS3 in total at a distorted geometry.

```
112
Properties=species:S:1:pos:R:3
C 6.9326 -0.2523 3.2840
O 6.4467 0.3276 2.0981
C 7.1393 -0.1279 0.9508
C 6.9320 0.8732 -0.1627
C 5.4950 0.9210 -0.6998
C 4.9363 -0.4513 -1.1073
C 3.9897 -0.3706 -2.3316
C 2.5200 -0.4187 -1.9344
C 2.1802 0.6484 -0.8992
N 0.7242 0.6763 -0.6540
C 0.2306 -0.4007 0.2674
C -1.2639 -0.0231 0.2585
C -1.9238 -0.3008 -1.1069
C -1.8212 -1.7636 -1.5884
C -3.1647 -2.5041 -1.5898
F -3.5056 -2.8267 -2.8908
P -1.9514 -0.9957 1.6708
N -1.2536 -0.6174 2.9978
O -1.7570 -2.5385 1.3043
O -3.5279 -0.7270 1.6324
N -1.0930 1.4412 0.5197
O -2.1593 2.1333 -0.1117
C -2.8273 3.1159 0.6955
C -3.1497 2.7343 2.1457
C -4.6630 2.9365 2.3477
C -2.3070 3.5851 3.1650
C -1.1480 2.7399 3.7438
C -3.1040 4.1430 4.3478
C 0.1533 1.7552 -0.0699
N 0.7279 2.9149 0.0387
C 0.1689 4.0740 0.7354
C 1.2905 5.0066 1.1834
C 2.0222 5.6846 0.0427
Br 2.5435 3.9830 2.2849
H 8.0092 -0.0961 3.3918
H 6.7293 -1.3265 3.3103
H 6.4371 0.2206 4.1264
H 6.8129 -1.1364 0.6806
H 8.2097 -0.1891 1.1779
H 7.5973 0.6663 -0.9999
H 7.1604 1.8524 0.2583
H 5.4958 1.5783 -1.5699
H 4.8414 1.3841 0.0422
H 4.3622 -0.8623 -0.2745
H 5.7408 -1.1526 -1.3135
H 4.2010 -1.2180 -2.9830
H 4.2036 0.5222 -2.9170
H 1.8782 -0.2365 -2.7989
H 2.2559 -1.4060 -1.5504
H 2.5337 1.5979 -1.2983
H 2.6731 0.4384 0.0514
H 0.5981 -0.1167 1.2548
H 0.5050 -1.4115 0.0087
H -2.9800 -0.0526 -1.0464
H -1.4661 0.3402 -1.8526
H -1.4667 -1.7719 -2.6173
H -1.1090 -2.3560 -1.0247
H -3.0473 -3.4519 -1.0610
H -3.9429 -1.9061 -1.1175
H -0.8319 -1.4361 3.4205
H -2.5583 -2.9835 0.9995
H -3.8030 -0.6865 2.5572
H -2.3148 4.0767 0.6694
H -3.7543 3.2624 0.1456
H -2.9496 1.6860 2.3475
H -4.9340 3.9895 2.3028
H -5.2045 2.4530 1.5317
H -5.0207 2.4821 3.2650
H -1.9108 4.4477 2.6254
H -1.4856 2.2603 4.6575
H -0.8431 1.9734 3.0359
H -0.2691 3.3538 3.9403
H -3.7451 4.9695 4.0489
H -2.3905 4.5618 5.0586
H -3.6677 3.3788 4.8734
H 1.6469 3.0288 -0.3568
H -0.3302 3.6968 1.6244
H -0.5135 4.6087 0.0797
H 0.8604 5.7484 1.8477
H 2.3411 4.9830 -0.7301
H 1.3761 6.4213 -0.4317
H 2.9271 6.1649 0.4026
C 5.5371 0.8468 -6.8800
S 6.3935 1.6282 -5.5105
O 5.5177 1.4705 -4.3117
C 6.1876 3.3153 -6.0864
H 5.5154 -0.2241 -6.6907
H 4.5200 1.2336 -6.9424
H 6.0807 1.0440 -7.8034
H 5.1262 3.5330 -6.2038
H 6.7124 3.4393 -7.0330
H 6.6213 3.9762 -5.3392
C -4.5534 -5.9577 -1.9159
S -3.9782 -6.7471 -0.4162
O -2.8509 -5.9105 0.1040
C -3.2574 -8.1824 -1.2185
H -5.0101 -5.0112 -1.6369
H -3.7084 -5.7865 -2.5842
H -5.2994 -6.5876 -2.3988
H -2.4956 -7.8603 -1.9282
H -4.0447 -8.7385 -1.7262
H -2.8059 -8.8053 -0.4494
C -8.2545 -5.7851 1.8213
S -7.6595 -4.2656 1.0743
O -6.9282 -4.6550 -0.1608
C -6.4103 -3.9196 2.3202
H -9.0192 -6.1972 1.1669
H -7.4287 -6.4900 1.9171
H -8.6876 -5.5632 2.7964
H -5.7133 -4.7563 2.3790
H -6.8941 -3.7527 3.2824
H -5.8828 -3.0175 2.0144
```

Its total energy is -6099.75065 a.u. As for the orbital gap: 0.306 Eh. Its charge is +1. As for the spin multiplicity: 1.